# C18H16BF3O

An isolated molecule of C18H16BF3O in a non-equilibrium geometry (ωB97M-V/def2-TZVPD, OMol25).

Cartesian coordinates (Å):
C1 -5.6205 0.7755 0.6428
C2 -4.4670 -0.1173 0.6095
C3 -4.3137 -1.4389 0.7183
C4 -2.9403 -1.6877 0.8444
C5 -2.2665 -0.4517 0.7892
B1 -0.4178 -0.2028 0.1554
F1 -0.4507 -1.6536 0.1275
F2 -1.1811 0.4556 -0.8335
F3 -1.1673 0.1180 1.6221
O1 -3.2289 0.4354 0.5614
H1 -6.5793 0.2141 0.6628
H2 -5.6789 1.3880 1.5708
H3 -5.6533 1.3749 -0.2872
H4 -5.1684 -2.1168 0.8037
H5 -2.5864 -2.7325 0.7860
C6 0.9452 0.3727 0.4380
C7 1.8781 -0.7516 0.5890
C8 2.5209 -0.9075 1.8472
C9 3.3179 -2.0241 2.0382
C10 3.5862 -2.9456 1.0031
C11 3.0212 -2.7104 -0.2462
C12 2.1957 -1.6021 -0.4676
C13 1.2683 1.3215 -0.6508
C14 1.6268 2.6308 -0.2606
C15 1.8968 3.5427 -1.2551
C16 1.9220 3.1792 -2.6232
C17 1.5992 1.8663 -2.9777
C18 1.2739 0.9384 -1.9782
H6 0.9601 0.9531 1.3507
H7 2.3121 -0.2005 2.6268
H8 3.7433 -2.1907 3.0415
H9 4.1894 -3.8417 1.1689
H10 3.1853 -3.3832 -1.0870
H11 1.7950 -1.4535 -1.4539
H12 1.6242 2.8988 0.7798
H13 2.1279 4.5750 -0.9578
H14 2.1495 3.9054 -3.4213
H15 1.5952 1.5336 -4.0077
H16 0.9861 -0.0665 -2.2693

Calculated values
LUMO ... -0.25 eV
Largest force on an atom ... 6.1 eV/Å
HOMO energy ... -8.50 eV
Energy relative to the best compared isomer or geometry (same formula, charge and spin) ... 0.0 kJ/mol
Energy ... -1095.151275 Eh
HOMO-LUMO gap ... 8.25 eV